{
  "formula": "C44H70AsF6N6O6",
  "method": "wB97M-V/def2-TZVPD",
  "elements": ["C", "N", "C", "C", "C", "C", "C", "C", "C", "C", "N", "C", "C", "C", "H", "H", "H", "H", "H", "H", "H", "H", "H", "H", "H", "H", "H", "H", "C", "N", "C", "C", "C", "C", "C", "C", "C", "C", "N", "C", "C", "C", "H", "H", "H", "H", "H", "H", "H", "H", "H", "H", "H", "H", "H", "H", "C", "C", "C", "C", "N", "C", "C", "C", "C", "C", "H", "H", "H", "H", "H", "H", "H", "H", "H", "H", "H", "H", "H", "H", "H", "H", "H", "H", "H", "H", "C", "C", "C", "C", "N", "C", "C", "C", "C", "C", "H", "H", "H", "H", "H", "H", "H", "H", "H", "H", "H", "H", "H", "H", "H", "H", "H", "H", "H", "H", "As", "F", "F", "F", "F", "F", "F", "O", "C", "O", "O", "H", "O", "C", "O", "O", "H"],
  "coordinates": [[-0.275656, -5.098856, 1.946340], [0.695446, -4.173657, 1.435940], [1.113842, -3.130285, 2.177230], [2.019249, -2.181288, 1.629126], [2.396959, -2.252616, 0.254976], [1.929540, -3.343575, -0.506779], [1.145172, -4.325126, 0.143638], [3.390900, -1.317198, -0.340517], [3.167225, 0.061323, -0.232449], [4.112788, 0.883633, -0.793533], [5.099017, 0.385470, -1.551832], [5.366580, -0.942488, -1.666228], [4.521909, -1.844997, -1.046644], [5.980384, 1.316199, -2.125603], [-0.849962, -5.454398, 1.090846], [-1.017925, -4.592521, 2.563402], [0.254114, -5.932157, 2.407923], [0.704055, -3.115072, 3.176358], [2.503759, -1.394764, 2.188603], [2.184612, -3.329772, -1.556139], [0.719491, -5.080747, -0.499957], [2.238317, 0.398624, 0.203145], [4.097223, 1.959715, -0.702931], [6.089548, -1.264310, -2.401171], [4.495525, -2.918686, -1.160170], [6.764851, 1.575913, -1.414780], [5.365078, 2.185740, -2.356644], [6.278860, 0.881833, -3.079712], [-0.935841, -9.812954, 1.709041], [-1.111516, -9.555445, 3.144949], [-2.310393, -10.020921, 3.723517], [-2.520331, -9.798741, 5.077654], [-1.558029, -9.096427, 5.870491], [-0.457504, -8.569540, 5.216478], [-0.191238, -8.857882, 3.889718], [-1.787641, -8.932411, 7.354751], [-1.198641, -7.876400, 8.041132], [-1.293035, -7.821363, 9.424463], [-2.055127, -8.653303, 10.097507], [-2.752356, -9.677124, 9.493376], [-2.525964, -9.838153, 8.145101], [-2.180587, -8.371604, 11.532632], [0.058071, -9.444956, 1.454441], [-1.718615, -9.238455, 1.213734], [-1.092181, -10.863950, 1.466005], [-2.924023, -10.633587, 3.079708], [-3.407578, -10.207844, 5.537901], [0.352559, -8.012663, 5.663777], [0.773384, -8.728083, 3.421696], [-0.631044, -7.112707, 7.530255], [-0.914482, -6.950946, 9.939712], [-3.408048, -10.319521, 10.062396], [-2.868754, -10.719733, 7.623826], [-2.231385, -9.326483, 12.055823], [-3.032901, -7.726165, 11.744952], [-1.248521, -7.869789, 11.792507], [10.226114, -5.183958, 3.465433], [9.300354, -4.624609, 2.410416], [7.753268, -4.839296, 2.669930], [7.169721, -3.868904, 3.689567], [5.685619, -4.149152, 4.059038], [5.502915, -5.482290, 4.871817], [5.826473, -5.093365, 6.325156], [5.528801, -3.592629, 6.455381], [5.219737, -3.045589, 5.058237], [4.791302, -4.021305, 2.836552], [10.202790, -6.252973, 3.253850], [9.730525, -5.208703, 4.435940], [11.229397, -4.758009, 3.455540], [9.425803, -5.145160, 1.460998], [9.598825, -3.618578, 2.115608], [7.623312, -5.893950, 2.912685], [7.241971, -4.560614, 1.748504], [7.406737, -2.840076, 3.418574], [7.767584, -4.018576, 4.588598], [4.420838, -5.597816, 4.809702], [5.963197, -6.411396, 4.535682], [5.178947, -5.626766, 7.021066], [6.853347, -5.259943, 6.650539], [4.746966, -3.374254, 7.182806], [6.419133, -3.222058, 6.963399], [4.130620, -3.008602, 5.034685], [5.696586, -2.132046, 4.703054], [5.149271, -4.573108, 1.967378], [4.844407, -2.952472, 2.629439], [3.756283, -4.289751, 3.048142], [2.240800, -12.012936, 3.449617], [2.068788, -12.482202, 4.955872], [3.266851, -11.951304, 5.787291], [3.061634, -10.549719, 6.246581], [4.389912, -9.851140, 6.729187], [5.125991, -10.563729, 7.833208], [5.523750, -9.490340, 8.865069], [5.110985, -8.179094, 8.373906], [4.078537, -8.410382, 7.305639], [5.401710, -9.623270, 5.581896], [3.238890, -12.171488, 3.041233], [2.001512, -10.972171, 3.231322], [1.535607, -12.597862, 2.859132], [2.112186, -13.548777, 5.176393], [1.089019, -12.255113, 5.376082], [4.160028, -12.087072, 5.177446], [3.327552, -12.625272, 6.641800], [2.262561, -10.330575, 6.954788], [2.844197, -9.865962, 5.426034], [5.941442, -11.159432, 7.422984], [4.467603, -11.285677, 8.316343], [6.573369, -9.677459, 9.091759], [4.957017, -9.733843, 9.763749], [5.948874, -7.638572, 7.933607], [4.656046, -7.633943, 9.200921], [4.221361, -7.716039, 6.477624], [3.057601, -8.338477, 7.680640], [5.999830, -10.524234, 5.445438], [6.067781, -8.783309, 5.779132], [4.785197, -9.330097, 4.732145], [6.056577, -5.896899, -1.277660], [5.196304, -5.066810, -2.669351], [4.620895, -5.806036, -0.206236], [7.000691, -6.731281, 0.009294], [7.513670, -6.022949, -2.302146], [6.568527, -4.266136, -0.663848], [5.451991, -7.468432, -1.816545], [1.884613, -4.917667, 4.501749], [1.357529, -4.812670, 5.686583], [0.721902, -3.799554, 5.998685], [1.536813, -5.784829, 6.432493], [2.063395, -5.824762, 4.760230], [4.218527, -7.056401, 2.303063], [3.021079, -7.565886, 2.733803], [2.132080, -7.684262, 1.853974], [2.856193, -7.832445, 3.963192], [3.903999, -6.864136, 1.416662]],
  "forces_ev_per_angstrom": [[-0.984, -0.889, -0.254], [1.488, 1.226, -2.038], [1.192, 0.918, -0.970], [-0.420, -0.910, -0.935], [-0.193, -1.413, 0.961], [-0.348, 0.118, 1.951], [-0.015, 1.796, -0.906], [0.440, 0.155, -0.308], [0.362, -1.201, -0.090], [-0.475, -0.018, -0.087], [-0.574, -1.934, 1.852], [-1.443, -0.331, -0.167], [-2.032, 0.919, 0.735], [0.569, 1.513, -1.578], [0.133, -0.246, 0.075], [0.416, 0.006, 0.325], [-0.180, -0.036, 0.168], [0.215, 0.324, -0.004], [-0.498, 0.003, 0.528], [-0.192, -0.778, -0.107], [-0.029, -0.515, 0.546], [0.234, 0.446, 0.198], [-0.171, 0.033, -0.110], [0.408, 0.155, 0.218], [1.023, -0.139, -0.243], [0.245, -0.080, -0.427], [0.496, 0.225, -0.087], [0.720, 0.373, 0.176], [0.187, 0.425, -0.077], [-1.443, -0.300, 2.098], [2.526, 1.018, 0.477], [0.740, 0.055, -0.133], [-1.407, -0.307, -0.358], [0.728, -0.139, -0.081], [-1.751, -1.829, -1.133], [0.505, 0.229, 0.474], [0.244, -0.297, -0.038], [-0.249, 1.155, -1.721], [-1.515, -1.040, 0.324], [1.481, 1.176, -0.564], [0.008, -0.424, -1.159], [0.403, -0.394, 0.551], [-0.085, -0.174, -0.331], [0.217, 0.043, -0.240], [0.262, 0.032, 0.204], [-0.251, 0.208, 0.020], [-0.095, 0.019, -0.081], [-0.071, -0.015, 0.565], [0.270, 0.781, -0.217], [0.055, 0.073, 0.034], [0.292, -0.256, 0.285], [0.187, 0.072, 0.292], [-0.528, -0.120, 0.334], [-0.176, 0.232, 0.140], [-0.025, -0.177, -0.102], [-0.276, -0.055, 0.385], [-1.092, -1.217, -0.121], [-0.959, 0.273, -0.858], [0.615, 1.430, -0.685], [0.975, -1.485, 0.980], [0.310, 0.014, 0.125], [-0.751, 1.389, 0.584], [-0.351, 0.003, -0.206], [1.116, 0.279, 0.748], [0.277, -1.497, 0.155], [0.701, 0.353, 0.108], [0.912, -0.205, -0.016], [0.400, 0.776, 0.455], [-0.225, -0.207, 0.219], [0.261, -0.265, 0.052], [-0.571, 0.454, 0.389], [-0.326, 0.067, 0.004], [0.177, -0.765, -0.368], [-0.935, 0.134, -0.294], [-0.448, 0.058, 0.579], [0.048, -0.388, -0.129], [0.281, 0.643, -0.694], [0.062, -0.275, -0.171], [-0.002, -0.307, -0.388], [-0.307, -0.058, -0.377], [0.005, 0.754, -0.513], [0.046, 0.249, -0.682], [-0.201, 0.021, 0.420], [0.122, -0.160, 0.291], [-0.119, 0.015, -0.319], [0.277, -0.145, 0.320], [-1.003, -1.127, 0.746], [1.236, 0.722, -0.667], [-1.094, -0.805, 0.581], [1.653, 2.177, -0.889], [0.128, 1.033, 0.446], [-0.597, -0.352, 0.441], [0.452, -3.025, 0.828], [0.055, 1.458, -0.413], [0.113, -0.841, -0.952], [-1.210, -0.185, 0.035], [0.002, -0.263, 0.261], [-0.032, 0.249, 0.537], [0.135, -0.054, -0.268], [0.073, -0.264, -1.146], [-0.053, 0.692, 0.011], [0.054, 0.204, 0.118], [0.400, 0.127, 0.195], [0.359, -0.563, 0.565], [-0.302, -0.214, -0.498], [0.015, 0.335, -0.058], [-0.216, 0.061, -0.242], [0.008, 0.690, 0.174], [0.231, 0.022, 0.162], [-0.013, 0.233, 0.294], [0.316, 0.477, -0.221], [-0.493, -0.142, -0.092], [-0.003, -0.410, -0.163], [-0.300, 0.120, -0.238], [-0.077, -0.148, 0.545], [0.232, -0.236, -0.272], [1.785, -1.403, -1.919], [0.574, -0.596, 2.133], [0.398, 0.581, -0.286], [-1.208, 1.234, -0.694], [-1.699, 0.451, 1.125], [-0.686, -1.158, -0.233], [0.360, 1.479, 0.409], [-0.316, 0.951, -0.574], [0.338, -0.065, 0.170], [-0.831, 0.929, 1.021], [-0.945, 0.343, 1.510], [1.834, -2.672, -2.160], [-1.104, -0.369, 1.085], [-0.976, -0.187, 0.282], [-0.067, 0.172, 0.355], [0.494, 0.373, 0.262], [1.069, 0.312, -1.287]],
  "orbital_gap_ev": [6.38, 4.22],
  "max_force_ev_per_a": 3.9,
  "e_lumo_ev": [-10.71, -12.88],
  "spin_multiplicity": 2,
  "molar_mass_g_mol": 967.99,
  "total_charge": 4,
  "e_tot_ha": -5332.21990
}